20
Properties=species:S:1:pos:R:3:lowdin_charge:R:1 method="wB97M-V/def2-TZVPD" e_homo_ev="-21.99 / -22.00" de_lowest_ev=0.0000 spin_multiplicity=2 charge=+3
O -0.1326 -0.2548 -4.6156 0.291
C -0.2751 -0.4078 -3.4789 -0.039
Ce -0.4197 -0.7382 -0.9625 1.280
O 2.0587 -3.1040 -2.2113 0.277
C 1.2521 -2.3545 -1.8296 0.039
C -1.6450 1.3551 -1.6152 0.030
O -2.1956 2.3266 -1.9253 0.279
C -2.3995 -2.0802 -1.7994 0.044
O -3.3026 -2.7202 -2.1505 0.266
C 1.3012 0.7879 -1.8060 -0.018
O 2.1697 1.4993 -2.0928 0.301
C 0.2566 0.8193 3.5666 -0.030
C 0.7517 0.8872 2.1336 -0.193
O 0.2516 -0.2846 1.3767 -0.241
H -0.8391 0.8310 3.6355 0.102
H 0.6101 1.7032 4.1095 0.119
H 0.6493 -0.0807 4.0616 0.111
H 0.4005 1.7528 1.5674 0.123
H 1.8384 0.8398 2.0530 0.139
H -0.3307 -0.7771 1.9833 0.120



110
Properties=species:S:1:pos:R:3:lowdin_charge:R:1 method="wB97M-V/def2-TZVPD" e_homo_ev=-6.16 de_lowest_ev=3.1950
K -0.1083 -0.6279 -0.7717 0.677
N -1.1073 -3.6699 -0.4489 0.061
N -1.3563 -4.1976 -1.7335 0.019
C -1.1944 -3.4522 -2.8305 -0.382
N -1.7258 -3.8933 -3.9720 0.213
N -0.4125 -2.3530 -2.7096 0.082
N -0.6740 -1.2967 -3.4831 -0.452
O -1.4782 -1.3006 -4.4283 0.005
O -0.0588 -0.2438 -3.1389 -0.184
H -0.8389 -4.4366 0.1540 0.093
H -1.9927 -3.2750 -0.1124 0.040
H -1.9915 -4.9750 -1.8074 0.149
H -2.4174 -4.6229 -3.9488 0.120
H -1.7936 -3.2040 -4.7071 0.099
C -3.0677 1.2760 1.6440 -0.002
O -3.3411 1.4338 0.2274 -0.098
C -2.2747 1.3902 -0.5726 -0.606
O -1.1307 1.3460 -0.1713 -0.154
H -4.0177 1.0156 2.0990 0.098
H -2.6822 2.2068 2.0600 0.084
H -2.3391 0.4806 1.7944 0.085
C 1.9761 3.0265 -3.1994 -0.125
O 1.0672 2.4974 -2.2198 -0.183
H 1.4450 3.6266 -3.9399 0.066
H 2.5192 2.2284 -3.7098 0.076
H 2.6907 3.6523 -2.6710 0.080
H 0.4505 1.9155 -2.6900 0.022
Se -2.8836 0.4313 -2.3607 1.219
N -4.6281 0.3379 -2.2480 -0.229
C -4.8810 -0.6864 -1.3519 -0.388
C -6.1211 -1.0503 -0.8794 -0.042
C -6.2223 -2.1591 -0.0193 -0.113
C -5.0889 -2.8509 0.3297 -0.188
N -3.8481 -2.5131 -0.1039 0.058
C -3.7376 -1.4596 -0.9063 -0.432
N -2.5094 -1.0361 -1.3688 -0.285
H -7.0004 -0.4882 -1.1767 0.105
H -7.1838 -2.4688 0.3712 0.088
H -5.1443 -3.7136 0.9845 0.087
N 2.6535 -0.2932 -1.9606 0.112
C 3.6789 -1.1065 -2.4683 -0.313
C 4.9532 -1.0754 -1.9063 -0.053
C 5.9458 -1.9279 -2.3686 -0.102
C 5.6875 -2.8321 -3.3947 -0.111
C 4.4148 -2.8624 -3.9555 -0.095
C 3.4174 -2.0091 -3.5003 -0.038
H 1.8726 -0.1602 -2.5868 0.031
H 2.9560 0.5667 -1.5304 0.072
H 5.1597 -0.3816 -1.0953 0.110
H 6.9314 -1.8896 -1.9162 0.103
H 6.4649 -3.4957 -3.7551 0.094
H 4.1953 -3.5534 -4.7621 0.100
H 2.4257 -2.0358 -3.9435 0.103
C -0.0217 -0.4872 4.5927 -0.101
C 0.9528 -1.3607 3.7952 -0.703
C 0.2077 -2.6416 3.3721 -0.110
C 2.1304 -1.7622 4.6757 -0.085
P 1.3336 -0.4936 2.1723 1.139
C 2.7073 -1.5722 1.5362 -0.350
C 2.3641 -2.4778 0.5250 -0.130
C 3.2822 -3.3919 0.0160 -0.074
C 4.5760 -3.4174 0.5083 -0.090
C 4.9488 -2.5164 1.4997 -0.078
C 4.0264 -1.6063 2.0042 -0.102
C 2.0856 1.2036 2.4813 -0.686
C 3.0089 1.4031 3.6809 -0.087
C 2.8165 1.5911 1.1841 -0.094
C 0.8881 2.1665 2.6215 -0.110
H -0.4219 -1.0628 5.4346 0.088
H -0.8657 -0.1612 3.9770 0.072
H 0.4640 0.4012 5.0028 0.064
H -0.1147 -3.1870 4.2657 0.087
H 0.8501 -3.3031 2.7859 0.071
H -0.6799 -2.4106 2.7749 0.073
H 1.7432 -2.2737 5.5655 0.088
H 2.7142 -0.9058 5.0179 0.065
H 2.7985 -2.4533 4.1645 0.073
H 1.3561 -2.4805 0.1346 0.039
H 2.9839 -4.0742 -0.7732 0.111
H 5.2972 -4.1217 0.1093 0.107
H 5.9608 -2.5246 1.8885 0.104
H 4.3453 -0.9266 2.7834 0.086
H 3.9192 0.8047 3.6319 0.064
H 2.5055 1.1874 4.6250 0.064
H 3.3165 2.4558 3.7093 0.087
H 3.6532 0.9234 0.9642 0.067
H 3.2069 2.6108 1.2826 0.092
H 2.1303 1.5827 0.3299 0.064
H 0.3364 2.0030 3.5509 0.066
H 0.1872 2.0626 1.7890 0.052
H 1.2586 3.1993 2.6334 0.084
C -4.7873 3.7596 -2.2084 -0.028
N -3.4828 4.0715 -1.6397 -0.063
C -2.2878 3.8865 -2.2658 -0.768
Se -1.9857 3.3249 -3.9974 0.623
N -1.3387 4.1955 -1.3477 0.126
C -1.9124 4.5456 -0.1275 -0.185
C -1.3669 4.9437 1.0817 -0.009
C -2.2544 5.2648 2.1027 -0.092
C -3.6385 5.1910 1.9107 -0.089
C -4.1761 4.7926 0.6914 -0.002
C -3.2810 4.4770 -0.3171 -0.175
H -4.6460 3.5115 -3.2548 0.046
H -5.4441 4.6247 -2.1193 0.094
H -5.2179 2.8989 -1.6973 0.082
H -0.3745 3.9183 -1.5075 0.127
H -0.2936 5.0052 1.2215 0.112
H -1.8669 5.5858 3.0620 0.102
H -4.3039 5.4523 2.7245 0.102
H -5.2473 4.7332 0.5355 0.116



20
Properties=species:S:1:pos:R:3:lowdin_charge:R:1 method="wB97M-V/def2-TZVPD" e_homo_ev=-7.83 de_lowest_ev=4.0735
C -2.5203 0.6224 -0.3234 -0.056
C -1.5224 1.0024 0.5011 -0.059
C -2.4277 -0.6375 -1.0883 -0.118
C -0.2653 0.2318 0.7553 -0.236
C -1.4631 -1.4959 -0.9095 -0.059
C -0.2126 -1.0958 -0.1312 -0.130
C 2.3229 0.4135 0.8488 -0.215
C 1.0207 1.0956 0.5346 -0.533
C 0.7703 -1.9797 -0.0194 -0.126
C 2.9721 0.5663 -0.3588 -0.312
O 1.6983 -2.7046 0.1452 0.155
S 1.5904 1.4109 -1.2029 0.871
H -3.4293 1.1258 -0.3699 0.077
H -1.3500 1.9753 0.9376 0.107
H -3.2914 -1.0305 -1.6460 0.109
H -0.1184 0.0184 1.8060 0.138
H -1.4852 -2.4198 -1.4695 0.111
H 2.7473 0.3928 1.8892 0.121
H 0.9816 2.1188 0.8350 0.085
H 3.9821 0.3898 -0.7339 0.069



152
Properties=species:S:1:pos:R:3:lowdin_charge:R:1 method="wB97M-V/def2-TZVPD" e_homo_ev="0.60 / -6.78" spin_multiplicity=2 charge=-1
C 14.7594 -6.5517 1.2867 -0.034
C 16.2182 -6.5031 1.8733 -0.493
C 16.3478 -6.7546 3.3688 -0.041
O 16.8310 -7.5601 1.2472 -0.066
H 14.3278 -7.5463 1.3986 0.084
H 14.8512 -6.1663 0.2713 0.076
H 14.1977 -5.7577 1.7789 0.053
H 16.7473 -5.5920 1.5941 0.112
H 15.6574 -6.0358 3.8100 0.050
H 17.3423 -6.5006 3.7358 0.073
H 16.0142 -7.7296 3.7242 0.088
H 17.7024 -7.6330 1.6434 0.036
C 14.5633 0.9239 6.9666 -0.038
C 13.8326 -0.4813 7.0941 -0.443
C 12.7311 -0.6020 6.0119 -0.051
O 14.7540 -1.4546 6.7554 -0.087
H 15.3838 0.9370 7.6841 0.070
H 13.8919 1.7644 7.1423 0.070
H 15.0540 1.1158 6.0125 0.071
H 13.4701 -0.6351 8.1104 0.137
H 11.9172 0.1170 6.1047 0.073
H 12.2838 -1.5951 6.0532 0.058
H 12.9965 -0.4230 4.9700 0.059
H 15.2044 -1.1331 5.9709 0.067
C 20.1580 -0.7580 1.2379 -0.109
C 19.8993 0.0773 -0.0003 -0.605
C 19.0749 -0.5879 -1.0614 -0.144
O 19.1827 1.2157 0.3885 -0.251
H 19.2387 -1.0033 1.7697 0.062
H 20.7700 -0.2171 1.9596 0.060
H 20.6669 -1.7006 1.0367 0.054
H 20.8180 0.2498 -0.5611 0.085
H 19.0985 -0.0711 -2.0208 0.054
H 18.0574 -0.7956 -0.7303 0.062
H 19.5210 -1.5300 -1.3803 0.056
H 19.7174 1.9387 0.0525 0.023
C 16.4405 2.8386 1.7842 -0.080
C 15.9133 1.4834 1.8840 -0.545
C 15.3314 0.8987 0.6269 -0.041
O 16.9557 0.6568 2.2747 -0.087
H 15.5889 3.5131 1.6946 0.077
H 17.0434 2.9350 0.8813 0.078
H 17.0340 3.1265 2.6519 0.087
H 15.2117 1.3949 2.7135 0.121
H 15.1996 1.6216 -0.1782 0.085
H 14.3276 0.5534 0.8745 0.037
H 15.9611 0.0903 0.2554 0.076
H 17.6999 0.7403 1.6740 0.049
C 14.0221 -2.0921 2.7052 -0.034
C 15.4321 -2.5576 3.1358 -0.439
C 16.4002 -2.7870 1.9700 -0.033
O 15.9421 -1.5715 3.9871 -0.055
H 13.6798 -2.7099 1.8751 0.060
H 14.0460 -1.0543 2.3728 0.065
H 13.3342 -2.1978 3.5441 0.062
H 15.4098 -3.4792 3.7173 0.118
H 17.2441 -3.4396 2.1937 0.065
H 16.7543 -1.8483 1.5441 0.056
H 15.9303 -3.2935 1.1270 0.070
H 16.1954 -0.7638 3.5343 0.058
C 24.4423 -3.7654 4.0372 -0.152
O 23.0577 -3.9884 4.2429 -0.192
C 22.2998 -3.5879 3.1028 -0.226
C 20.7901 -3.8231 3.3192 -0.170
N 20.3283 -5.2406 3.4160 -0.055
C 20.2680 -5.9152 2.1351 -0.222
C 20.2718 -7.4532 2.2116 -0.243
O 19.1726 -7.9801 2.8730 -0.211
C 19.0069 -9.3734 2.6930 -0.087
H 24.9512 -4.1070 4.9386 0.079
H 24.7700 -2.7270 3.9872 0.079
H 24.8999 -4.3023 3.2063 0.080
H 22.5934 -4.2343 2.2758 0.099
H 22.5652 -2.5420 2.9487 0.111
H 20.1555 -3.3330 2.5809 0.091
H 20.4373 -3.3347 4.2276 0.114
H 20.8632 -5.7950 4.0692 0.103
H 21.2089 -5.6568 1.6494 0.096
H 19.5036 -5.5426 1.4533 0.115
H 21.2405 -7.6670 2.6632 0.121
H 20.4193 -7.7580 1.1756 0.125
H 19.9773 -9.8433 2.8530 0.089
H 18.6180 -9.5917 1.6984 0.092
H 18.2934 -9.7726 3.4139 0.095
C 15.5168 -4.8304 6.9737 -0.035
C 14.0469 -4.9660 7.4240 -0.428
C 13.9859 -5.0853 8.9473 -0.184
O 12.6452 -5.1378 9.4774 -0.189
C 12.0747 -6.4379 9.3656 -0.105
N 13.2565 -3.9239 6.8356 0.059
H 16.1416 -5.6880 7.2232 0.075
H 16.0148 -3.9743 7.4289 0.081
H 15.5890 -4.7843 5.8871 0.056
H 13.5671 -5.8486 7.0012 0.105
H 14.4122 -4.2326 9.4758 0.128
H 14.6443 -5.8776 9.3034 0.119
H 11.0524 -6.4776 9.7417 0.078
H 12.7479 -7.1665 9.8172 0.088
H 11.9545 -6.7025 8.3150 0.067
H 13.7335 -3.0337 6.8225 0.030
H 12.4559 -3.7983 7.4383 0.073
C 12.4296 2.1415 2.6010 -0.043
C 11.0557 2.4899 1.9480 -0.419
C 10.8677 4.0215 1.8760 -0.220
O 10.9690 4.5959 3.1513 -0.195
C 11.0321 6.0327 3.1529 -0.100
N 10.8748 1.8634 0.6589 0.048
H 12.4964 1.0759 2.8206 0.058
H 12.6762 2.7496 3.4713 0.078
H 13.1957 2.3855 1.8649 0.059
H 10.3658 2.1049 2.6990 0.126
H 9.9419 4.3396 1.3967 0.118
H 11.6765 4.4484 1.2829 0.121
H 10.9652 6.4390 4.1621 0.081
H 10.2095 6.5231 2.6323 0.077
H 11.9515 6.4046 2.7006 0.083
H 10.8716 0.8570 0.7436 0.017
H 9.9673 2.0892 0.2772 0.065
C 11.8404 -6.9463 4.6597 -0.061
C 10.8208 -5.8034 4.6087 -0.409
C 10.3513 -5.4437 6.0532 -0.168
O 9.4117 -6.4672 6.4480 -0.184
C 8.6259 -6.0526 7.5051 -0.141
N 11.5540 -4.6716 4.1444 0.031
H 12.0486 -7.2165 3.6245 0.064
H 11.4747 -7.8652 5.1180 0.074
H 12.8148 -6.6339 5.0354 0.066
H 9.9602 -6.0533 3.9882 0.134
H 9.8920 -4.4556 6.0814 0.123
H 11.2515 -5.3926 6.6656 0.082
H 7.8648 -6.8234 7.6257 0.091
H 8.1040 -5.0963 7.4717 0.086
H 9.3530 -5.9904 8.3148 0.068
H 12.1428 -4.2416 4.8433 0.033
H 12.1704 -4.8371 3.3616 0.057
C 12.4960 -1.2212 -0.8122 -0.068
C 11.1738 -1.6412 -0.2466 -0.398
C 10.8314 -3.1253 -0.4724 -0.214
O 11.7126 -4.0292 0.1529 -0.186
C 11.4434 -5.3598 -0.2340 -0.102
N 11.0931 -1.2175 1.1962 0.057
H 13.2853 -1.8983 -0.4856 0.073
H 12.8567 -0.2157 -0.5952 0.063
H 12.5175 -1.3321 -1.8963 0.081
H 10.4232 -0.9942 -0.7006 0.129
H 10.7830 -3.2814 -1.5501 0.122
H 9.8208 -3.2336 -0.0787 0.119
H 12.1259 -6.0599 0.2479 0.067
H 11.7480 -5.3820 -1.2803 0.091
H 10.4349 -5.7230 -0.0363 0.090
H 10.2716 -1.7034 1.5264 0.070
H 11.7651 -1.7428 1.7371 0.033



no.,total energy (eV)
1,-32535.770
2,-222161.054
3,-23378.358
4,-69941.460